Entry 1:
# C22H20F5N3O4PReS2

A structure of composition C22H20F5N3O4PReS2 (wB97M-V/def2-TZVPD, the OMol25 dataset).

Cartesian coordinates (Å):
Re: -0.221 -0.209 1.224
O: 3.074 -6.075 -0.297
C: 1.956 -5.794 -0.757
O: 1.199 -6.369 -1.551
C: 1.394 -4.442 -0.224
C: 0.132 -4.003 -0.588
C: -0.340 -2.797 -0.095
N: 0.445 -2.035 0.678
C: 1.600 -2.521 1.172
C: 2.116 -3.711 0.716
C: 2.029 -1.755 2.340
C: 3.161 -2.016 3.093
C: 3.389 -1.279 4.240
C: 2.481 -0.297 4.615
C: 1.382 -0.072 3.817
N: 1.154 -0.782 2.702
C: -1.699 -2.260 -0.172
C: -2.662 -2.748 -0.963
C: -4.003 -2.210 -0.852
C: -4.263 -1.191 -0.039
C: -3.189 -0.535 0.788
N: -1.877 -1.200 0.741
H: -0.460 -4.650 -1.223
H: 3.040 -4.144 1.077
H: 3.844 -2.790 2.774
H: 4.269 -1.467 4.840
H: 2.626 0.297 5.505
H: 0.662 0.704 4.038
H: -2.444 -3.551 -1.652
H: -4.804 -2.669 -1.416
H: -5.268 -0.813 0.089
H: -3.533 -0.508 1.827
C: -1.168 3.036 -3.456
C: -0.818 3.526 -2.074
O: 0.294 2.733 -1.600
P: 0.911 2.882 -0.141
S: -0.179 3.750 1.181
S: 1.524 0.926 0.289
O: 2.300 3.622 -0.353
C: 3.276 3.268 -1.361
C: 2.984 3.925 -2.693
H: -2.002 3.618 -3.850
H: -1.460 1.985 -3.429
H: -0.322 3.143 -4.135
H: -1.648 3.413 -1.381
H: -0.523 4.577 -2.077
H: 3.329 2.181 -1.446
H: 4.220 3.624 -0.955
H: 2.146 3.452 -3.199
H: 3.865 3.847 -3.332
H: 2.761 4.983 -2.547
F: -1.785 1.114 -0.220
C: -2.962 0.976 0.490
F: -2.773 1.628 1.663
C: -4.043 1.747 -0.288
F: -4.202 1.241 -1.508
F: -5.199 1.666 0.376
F: -3.712 3.029 -0.403

## Properties
spin multiplicity	1
E_HOMO (spin up / spin down)	-7.9878 / -7.9879	eV
orbital gap (spin up / spin down)	6.05 / 6.08	eV
E	-3030.9700	hartree
total charge	0
ΔE to the lowest compared entry with this formula, charge and spin	1.722	eV

---

Entry 2:
# C5H11NO2

A cluster of 2 separate species, C5H11NO2 in total in a non-equilibrium geometry (wB97M-V/def2-TZVPD, the OMol25 dataset).

Cartesian coordinates (Å):
C: 1.097 0.107 -1.192
C: -0.803 -0.741 -0.837
C: -0.623 1.204 1.302
C: -0.617 -1.923 0.098
N: 1.437 1.088 -0.329
C: -0.355 1.330 -0.162
O: 2.072 0.485 0.811
O: -0.824 2.078 -0.964
H: 2.582 1.222 1.169
H: 0.827 0.482 -2.171
H: 1.606 -0.850 -1.121
H: -0.754 -1.035 -1.886
H: -1.799 -0.308 -0.736
H: -1.660 0.891 1.435
H: 0.021 0.503 1.817
H: -0.485 2.196 1.740
H: -1.357 -2.704 -0.110
H: 0.366 -2.388 -0.010
H: -0.729 -1.638 1.146

## Properties
spin multiplicity	1
E_HOMO	-7.9277	eV
orbital gap	8.65	eV
E	-402.1522	hartree
total charge	0
ΔE to the lowest compared entry with this formula, charge and spin	6.149	eV

---

Entry 3:
# C5H11NO3

A cluster of 3 separate species, C5H11NO3 in total in a non-equilibrium geometry (wB97M-V/def2-TZVPD, the OMol25 dataset).

Cartesian coordinates (Å):
C: 1.382 1.121 0.733
C: 1.578 -1.439 0.579
C: 0.789 -0.247 1.042
N: 2.123 1.264 -0.500
O: -0.259 -0.357 1.641
H: 1.508 1.092 -1.288
H: 2.896 0.609 -0.549
H: 2.048 1.367 1.572
H: 0.570 1.855 0.728
H: 1.181 -2.346 1.027
H: 1.485 -1.514 -0.504
H: 2.630 -1.326 0.830
C: -2.763 -0.984 -1.549
C: -1.582 -0.473 -1.607
O: -2.186 1.327 0.474
O: -0.499 -0.048 -1.676
H: -1.601 0.743 0.979
H: -3.512 -0.533 -0.928
H: -3.027 -1.851 -2.122
H: -2.763 1.741 1.117

## Properties
spin multiplicity	1
E_HOMO	-9.1494	eV
orbital gap	9.96	eV
E	-477.5573	hartree
structure (SMILES)	CC(=O)CN.C=C=O.O
total charge	0
ΔE to the lowest compared entry with this formula, charge and spin	1.856	eV